Computed, not measured: a cluster of 10 separate species, C93H214F6N5O10P3S in total at a distorted geometry, with wB97M-V/def2-TZVPD.

Last column: Mulliken charge in e.
Atoms and positions in Å:
1 C 8.419719 7.003328 -5.482096  -1.346
2 C 8.990537 5.673783 -5.007888  -0.255
3 N 8.802789 5.274826 -3.503995  -0.265
4 C 9.780290 5.979990 -2.712938  -0.922
5 C 7.368407 5.592432 -2.963887  -0.392
6 C 6.202613 4.937151 -3.696532  -1.233
7 C 9.060668 3.809394 -3.498077  -0.872
8 C 9.064198 3.059864 -2.177293  -0.498
9 O 7.770150 2.701181 -1.762541  -0.212
10 C 7.591862 2.120078 -0.511308  -0.762
11 H 8.848368 7.119374 -6.485694  0.423
12 H 8.692261 7.866468 -4.895879  0.360
13 H 7.391945 6.964591 -5.777152  0.348
14 H 10.081234 5.692255 -5.127947  0.430
15 H 8.589718 4.831264 -5.570600  0.405
16 H 10.859354 5.819608 -3.103456  0.318
17 H 9.740399 5.604033 -1.699073  0.411
18 H 9.406928 6.992332 -2.738886  0.467
19 H 7.322828 6.649425 -3.017571  0.607
20 H 7.367926 5.227247 -1.927146  0.423
21 H 6.143277 3.872309 -3.484778  0.304
22 H 6.056492 5.201946 -4.786861  0.256
23 H 5.297825 5.297665 -3.261783  0.471
24 H 10.023861 3.697272 -3.962798  0.578
25 H 8.361521 3.372619 -4.214751  0.465
26 H 9.536047 3.641604 -1.376387  0.358
27 H 9.644253 2.087470 -2.485801  0.299
28 H 6.573307 2.240943 -0.054773  0.260
29 H 8.386680 2.319787 0.262831  0.308
30 H 7.621945 0.973931 -0.648485  0.265
31 C -6.784324 12.403349 0.276497  -1.028
32 C -6.329480 12.179715 1.690182  -0.498
33 N -5.746383 10.824626 1.923012  0.196
34 C -5.176633 10.856452 3.264684  -1.119
35 C -6.871018 9.825775 1.851638  -0.651
36 C -8.011697 9.985348 2.855890  -1.152
37 C -4.725313 10.520214 0.832258  -0.291
38 C -3.637294 9.569864 1.247627  -0.905
39 O -4.365193 8.377273 1.576370  -0.214
40 C -3.811302 7.126826 1.134994  -0.659
41 H -7.361486 13.369490 0.149807  0.399
42 H -7.522652 11.641512 -0.073494  0.293
43 H -5.949881 12.371787 -0.477202  0.295
44 H -7.217819 12.261583 2.273226  0.426
45 H -5.654633 12.906543 2.069575  0.519
46 H -5.031932 9.786047 3.521882  0.322
47 H -5.827096 11.293028 4.004597  0.505
48 H -4.254122 11.429323 3.162277  0.429
49 H -6.318033 8.895721 1.964641  0.544
50 H -7.142485 9.914620 0.809692  0.392
51 H -8.708478 10.712583 2.487883  0.413
52 H -7.614931 10.412930 3.795466  0.255
53 H -8.404020 8.978372 3.061373  0.356
54 H -4.226487 11.480517 0.497779  0.444
55 H -5.241094 9.980622 0.020276  0.215
56 H -3.088867 9.838375 2.129429  0.379
57 H -3.038970 9.407955 0.299721  0.432
58 H -2.822526 6.929886 1.581359  0.293
59 H -3.739256 7.089030 0.097125  0.470
60 H -4.485453 6.339982 1.475784  -0.050
61 C -2.813147 -4.684410 -2.558725  -1.697
62 C -3.658263 -5.081083 -1.310467  0.560
63 N -4.005272 -3.893093 -0.380914  1.994
64 C -2.750301 -3.385609 0.267664  -0.572
65 C -4.622646 -2.763207 -1.185769  -0.052
66 C -5.879924 -3.226413 -1.933622  -1.830
67 C -4.890105 -4.280578 0.843481  -1.116
68 C -4.684091 -5.730453 1.406476  -0.790
69 O -3.596040 -5.631820 2.267274  -0.160
70 C -3.309872 -6.867232 2.938373  -0.487
71 H -1.815494 -4.278364 -2.267509  0.182
72 H -3.357937 -4.055551 -3.292384  0.214
73 H -2.539753 -5.597835 -3.116338  0.602
74 H -3.129652 -5.832241 -0.699164  -0.769
75 H -4.599602 -5.550694 -1.600857  0.656
76 H -2.085288 -3.208933 -0.545381  -0.128
77 H -2.253689 -4.131531 0.983065  -0.108
78 H -2.872880 -2.463463 0.777510  0.067
79 H -3.851612 -2.280222 -1.788293  0.467
80 H -4.872566 -2.049962 -0.384960  -0.192
81 H -6.332974 -2.331754 -2.315481  0.538
82 H -6.575975 -3.783780 -1.263451  0.283
83 H -5.574759 -3.823294 -2.734092  0.431
84 H -5.983685 -4.121055 0.651818  0.701
85 H -4.619298 -3.552157 1.568367  0.367
86 H -4.530200 -6.407376 0.561452  0.203
87 H -5.588246 -5.979230 1.958509  0.622
88 H -2.983763 -7.643994 2.237947  0.222
89 H -4.182171 -7.254724 3.390200  0.529
90 H -2.492268 -6.800094 3.662755  -0.269
91 C 8.160289 -12.837577 -7.794383  -1.200
92 C 8.776127 -11.406106 -7.731746  -0.362
93 N 9.210175 -10.933063 -6.353064  0.058
94 C 7.971150 -10.873081 -5.458569  -1.102
95 C 10.156033 -12.006728 -5.776709  -0.356
96 C 11.254225 -12.399653 -6.711397  -1.200
97 C 9.962353 -9.621167 -6.394686  -0.522
98 C 9.199366 -8.288377 -6.264695  -0.689
99 O 8.057453 -8.209853 -7.066626  -0.299
100 C 7.499091 -6.929563 -7.222571  -0.822
101 H 7.896593 -13.056814 -8.823585  0.417
102 H 7.261609 -12.938970 -7.176695  0.312
103 H 8.901310 -13.595818 -7.614820  0.303
104 H 8.056603 -10.679501 -8.095766  0.390
105 H 9.698329 -11.439034 -8.398322  0.453
106 H 8.274807 -10.527397 -4.461018  0.359
107 H 7.561375 -11.857372 -5.406683  0.523
108 H 7.338968 -10.081685 -5.924880  0.353
109 H 9.506302 -12.899888 -5.514463  0.380
110 H 10.590108 -11.646585 -4.819474  0.523
111 H 10.922527 -13.061775 -7.518617  0.303
112 H 11.970264 -12.995019 -6.136883  0.439
113 H 11.834586 -11.534362 -7.034854  0.315
114 H 10.621179 -9.534695 -7.312622  0.375
115 H 10.604225 -9.688169 -5.534107  0.326
116 H 10.042530 -7.604520 -6.564261  0.370
117 H 8.854333 -8.053294 -5.252630  0.458
118 H 6.442674 -7.035633 -7.363787  0.258
119 H 7.866542 -6.389860 -8.093431  0.288
120 H 7.726774 -6.274355 -6.377352  0.350
121 C 0.847365 -1.292838 -7.350315  -0.755
122 C 0.300126 -2.197567 -8.484392  -0.895
123 N -1.220081 -2.452108 -8.417016  0.207
124 C -1.548271 -3.226393 -9.643516  -1.048
125 C -1.623285 -3.157077 -7.075852  -0.579
126 C -0.708287 -4.354776 -6.836120  -1.285
127 C -2.004269 -1.199259 -8.344250  -0.729
128 C -2.206207 -0.344691 -9.540872  -0.956
129 O -0.973632 0.093471 -9.924983  -0.213
130 C -0.969772 0.709459 -11.207792  -0.864
131 H 0.425040 -0.240506 -7.510015  0.325
132 H 1.955079 -1.162215 -7.418895  0.492
133 H 0.589226 -1.631435 -6.336549  -0.110
134 H 0.706436 -3.212528 -8.430377  0.732
135 H 0.390782 -1.732446 -9.437660  0.680
136 H -2.568721 -3.512041 -9.681252  0.344
137 H -0.936459 -4.089832 -9.604617  0.462
138 H -1.207531 -2.601216 -10.475261  0.447
139 H -2.644657 -3.565115 -7.186805  0.322
140 H -1.488423 -2.520089 -6.276652  0.593
141 H -0.876660 -4.765775 -5.888768  0.385
142 H 0.319604 -4.062099 -6.837462  0.241
143 H -0.778282 -5.216080 -7.484861  0.360
144 H -1.628201 -0.546102 -7.565785  0.407
145 H -2.915364 -1.479877 -7.854182  0.602
146 H -2.925942 0.390568 -9.144034  0.430
147 H -2.752133 -0.866723 -10.321372  0.466
148 H 0.008810 1.158621 -11.437052  0.246
149 H -1.681124 1.529607 -11.313369  0.330
150 H -1.248489 -0.051332 -11.877849  0.378
151 C -6.992666 3.758537 1.790320  -0.874
152 C -8.332317 4.382619 1.588047  0.239
153 C -9.392928 3.323560 1.535697  -1.313
154 C -9.299379 2.266585 0.353785  -0.645
155 P -9.248526 2.867833 -1.313025  1.008
156 C -7.530731 3.366657 -1.711413  0.503
157 C -7.288386 3.723912 -3.131186  -0.387
158 C -5.811694 3.926882 -3.503479  -0.850
159 C -4.826745 2.733432 -3.330537  -0.735
160 C -9.530115 1.369334 -2.413819  -1.333
161 C -10.766440 0.456670 -2.217650  -0.699
162 C -10.608264 -0.862799 -2.966168  -0.502
163 C -10.507981 -0.693179 -4.478813  -1.119
164 C -10.624018 4.007140 -1.773308  -1.266
165 C -10.529181 5.585342 -1.753642  -0.150
166 C -11.996001 6.128865 -2.030240  -0.643
167 C -12.084211 7.678189 -2.133686  -1.209
168 H -6.987019 3.275145 2.736445  0.512
169 H -6.248227 4.508040 1.886035  0.015
170 H -6.703471 2.987614 1.029168  -0.036
171 H -8.341203 4.906935 0.613166  0.036
172 H -8.631511 5.107316 2.351417  0.354
173 H -10.397487 3.753184 1.450768  0.337
174 H -9.257220 2.728286 2.390353  0.599
175 H -10.148120 1.603948 0.339890  0.550
176 H -8.447612 1.584913 0.454202  0.318
177 H -7.021894 2.390620 -1.356898  -0.648
178 H -7.119155 4.160607 -1.052244  0.511
179 H -7.871489 4.629755 -3.390473  0.179
180 H -7.672257 2.914641 -3.821292  0.193
181 H -5.435539 4.705753 -2.835057  0.334
182 H -5.777471 4.352404 -4.520320  0.416
183 H -5.126035 2.000119 -4.060870  0.289
184 H -4.872961 2.334313 -2.339679  -0.098
185 H -3.823829 3.080068 -3.420510  0.458
186 H -8.678560 0.735157 -2.334962  0.720
187 H -9.605284 1.870048 -3.426391  0.444
188 H -11.700955 1.007159 -2.434045  0.327
189 H -10.829689 0.305002 -1.156147  0.343
190 H -11.438962 -1.498778 -2.715777  0.420
191 H -9.779755 -1.434782 -2.553652  0.223
192 H -10.518026 -1.623659 -5.057829  0.394
193 H -9.545519 -0.231808 -4.773941  0.241
194 H -11.330859 -0.060061 -4.932105  0.287
195 H -11.513028 3.748855 -1.121775  0.522
196 H -10.912329 3.725547 -2.830127  0.593
197 H -9.915552 6.055545 -2.564986  0.281
198 H -10.158672 5.902367 -0.741484  0.141
199 H -12.673993 5.722046 -1.275341  0.386
200 H -12.383267 5.689320 -2.956664  0.398
201 H -12.012955 8.179093 -1.163722  0.310
202 H -13.020164 7.902036 -2.691803  0.371
203 H -11.284380 8.130465 -2.825475  0.287
204 C 1.875850 6.107471 6.428428  -1.328
205 C 3.227390 5.870179 7.087859  -0.404
206 C 3.095346 5.010986 8.348075  -0.541
207 C 4.562127 4.670044 8.841134  -1.133
208 P 4.570053 3.420879 10.120693  0.446
209 C 6.201123 3.253993 10.728366  -1.615
210 C 6.437844 2.124568 11.774222  -0.535
211 C 7.768442 2.403169 12.427339  -0.549
212 C 8.168901 1.558183 13.602272  -1.497
213 C 3.969252 1.826620 9.594117  -1.488
214 C 4.867462 1.244329 8.409368  -0.755
215 C 4.401516 -0.207136 8.093175  -0.473
216 C 5.527851 -0.885673 7.313812  -1.294
217 C 3.622598 3.801063 11.552318  -0.885
218 C 4.129359 4.954541 12.361502  -1.022
219 C 3.316912 5.344771 13.633880  -0.670
220 C 1.843209 5.390014 13.434832  -1.146
221 H 1.242526 6.784981 7.022957  0.327
222 H 1.346334 5.188587 6.212212  0.329
223 H 2.030767 6.699930 5.552375  0.415
224 H 3.752046 6.833786 7.249477  0.327
225 H 3.910190 5.322034 6.386456  0.329
226 H 2.535665 4.039183 8.273055  0.351
227 H 2.598831 5.613185 9.096073  0.322
228 H 5.154923 5.492156 9.250799  0.754
229 H 5.225206 4.188566 8.131460  0.714
230 H 6.509551 4.204503 11.254314  0.676
231 H 6.966429 3.076283 9.968819  0.797
232 H 6.407827 1.148720 11.325733  0.461
233 H 5.695134 2.136108 12.563671  0.341
234 H 7.808739 3.425801 12.748578  0.345
235 H 8.491141 2.276995 11.651563  0.342
236 H 8.197430 0.462866 13.417226  0.329
237 H 7.465257 1.748526 14.399400  0.365
238 H 9.051404 1.955923 14.014450  0.439
239 H 2.965881 1.970783 9.228305  0.817
240 H 3.876023 1.185834 10.431886  0.757
241 H 5.917323 1.224635 8.693574  0.393
242 H 4.696894 1.917711 7.562674  0.337
243 H 3.429119 -0.198394 7.605631  0.334
244 H 4.246964 -0.682677 9.018527  0.426
245 H 6.437517 -0.719789 7.864893  0.371
246 H 5.599267 -0.354126 6.314175  0.266
247 H 5.420846 -1.926394 7.162015  0.436
248 H 3.447039 2.923428 12.146647  0.778
249 H 2.562267 4.021249 11.203848  0.664
250 H 4.405262 5.771210 11.711418  0.534
251 H 5.094849 4.636036 12.728043  0.142
252 H 3.633673 6.290790 13.968900  0.425
253 H 3.563301 4.564991 14.340941  0.323
254 H 1.456461 4.360398 13.302691  0.276
255 H 1.578816 5.980896 12.507448  0.225
256 H 1.289003 5.828988 14.232126  0.419
257 C -1.827663 -8.286599 -0.151522  -1.362
258 C -0.726657 -7.252919 -0.342426  -0.501
259 C -0.307767 -6.512961 0.831149  0.521
260 C 0.921498 -5.713527 0.361252  -0.828
261 P 1.601395 -4.463595 1.425363  0.895
262 C 0.213102 -3.321632 1.716319  0.533
263 C 0.646821 -2.193132 2.641369  -1.535
264 C -0.667691 -1.328082 3.007571  0.005
265 C -0.316407 0.045446 3.619936  -1.651
266 C 2.810235 -3.505200 0.579584  -0.046
267 C 4.228429 -4.078490 0.378470  -1.515
268 C 4.516204 -5.515388 -0.008925  0.334
269 C 6.003546 -5.832685 0.143666  -1.467
270 C 2.396741 -4.995275 2.916681  -0.887
271 C 1.793758 -6.185067 3.721753  -1.263
272 C 0.458964 -5.871609 4.313644  1.074
273 C -0.130562 -7.097724 5.013573  -1.565
274 H -1.931532 -9.038660 -0.970188  0.326
275 H -2.818771 -7.812140 -0.019976  0.072
276 H -1.562964 -8.888093 0.692424  0.483
277 H -1.051944 -6.596590 -1.104998  -0.021
278 H 0.201586 -7.686745 -0.740082  0.780
279 H 0.017867 -7.131635 1.659276  0.490
280 H -1.153345 -5.926398 1.212998  -0.474
281 H 0.829778 -5.288036 -0.585481  -0.075
282 H 1.736773 -6.498082 0.227329  0.574
283 H -0.633191 -3.764423 2.190825  0.686
284 H -0.063279 -2.931653 0.737112  -0.015
285 H 1.381216 -1.512563 2.220645  0.355
286 H 1.146446 -2.572455 3.531948  0.302
287 H -1.317888 -1.919873 3.635911  0.493
288 H -1.198949 -1.118583 2.070799  0.000
289 H 0.293125 0.637861 2.951579  0.380
290 H 0.265553 -0.043281 4.527973  0.384
291 H -1.181253 0.661244 3.827868  0.430
292 H 2.870318 -2.584375 1.231805  0.341
293 H 2.337153 -3.118005 -0.302436  -0.367
294 H 4.711047 -3.925512 1.308539  0.583
295 H 4.722065 -3.452674 -0.386379  0.480
296 H 4.232046 -5.669062 -1.067729  0.183
297 H 3.985120 -6.285935 0.535241  0.252
298 H 6.614840 -5.238422 -0.592938  0.306
299 H 6.171335 -6.885822 0.041444  0.421
300 H 6.251327 -5.393019 1.104065  0.356
301 H 2.480501 -4.120681 3.597011  0.530
302 H 3.367112 -5.313947 2.534129  0.612
303 H 2.556980 -6.543321 4.480071  0.475
304 H 1.702201 -7.038308 3.031973  0.281
305 H -0.159211 -5.620476 3.456005  -0.587
306 H 0.584265 -4.978836 4.926338  0.448
307 H -1.124997 -6.740379 5.273057  0.467
308 H 0.417355 -7.335064 5.996935  0.369
309 H -0.183488 -7.974841 4.384215  0.300
310 C -5.008921 -0.020225 1.811479  0.562
311 F -5.800458 0.769455 2.545669  -0.177
312 F -3.858481 -0.215289 2.461656  -0.205
313 F -5.702770 -1.129421 1.546910  -0.240
314 S -4.571923 0.749219 0.184458  0.873
315 O -5.768581 0.471394 -0.616122  -0.528
316 O -4.393931 2.120735 0.557237  -0.651
317 O -3.346996 0.163803 -0.289493  -0.535
318 C 0.955138 -2.761059 -2.720732  -0.754
319 O 0.055311 -2.218323 -3.583080  0.523
320 O 0.441026 -3.170654 -1.512205  -0.423
321 C 1.578159 -4.095263 -3.517612  0.544
322 F 0.553804 -4.965837 -3.773897  -0.263
323 F 2.153532 -3.888377 -4.708788  -0.333
324 F 2.458456 -4.604535 -2.670152  -0.162
325 C -0.393283 -0.931615 -3.123398  0.047
326 C 0.553293 0.099596 -3.635135  -1.231
327 H 0.535667 1.068339 -3.092608  0.358
328 H 1.573115 -0.285737 -3.500941  0.295
329 H 0.565406 0.300499 -4.714456  0.195
330 H -0.479621 -0.833310 -1.995077  -0.120
331 H -1.457676 -0.823083 -3.395443  0.422
332 H 1.917832 -2.136633 -2.607205  -0.082

Forces on the atoms, in the same order (eV/Å):
0.6 -0.8 -0.9
0.0 0.2 0.6
-1.7 -0.9 -1.6
1.6 0.2 0.2
0.7 -1.3 -0.4
0.2 0.1 -1.1
-0.5 -0.4 -0.1
0.6 -1.8 -0.5
-0.9 1.3 -0.7
0.3 -3.2 1.4
0.4 0.2 0.3
-0.1 0.2 0.2
-0.9 0.0 0.7
-0.3 -0.2 0.0
0.0 0.2 -0.1
-2.0 0.5 0.5
0.0 0.2 0.2
0.8 0.6 0.2
-0.2 1.0 0.2
0.1 0.3 -0.3
0.3 -0.2 -0.4
0.7 -0.5 1.1
-0.6 0.6 0.6
0.6 -0.1 0.0
-0.1 -0.2 0.4
0.4 -0.4 -0.1
-0.6 1.6 1.1
0.9 0.7 -0.8
-0.7 0.3 -0.9
0.2 1.4 0.2
-0.4 0.5 -2.1
-0.9 0.1 -1.0
-1.0 1.0 -0.5
1.2 -1.4 0.2
0.7 -0.8 -0.2
1.4 0.1 0.2
0.9 0.9 0.0
-0.9 -1.7 -1.2
0.6 -0.7 -0.2
0.1 0.2 2.3
1.0 -0.9 0.4
0.5 0.4 0.5
-0.8 0.3 0.7
-0.4 -0.1 0.9
0.8 0.7 0.0
0.5 0.8 0.2
-0.2 0.3 -0.1
0.0 -0.2 0.6
-0.5 -0.2 0.1
-0.7 -0.4 -0.1
-0.9 -0.1 -0.1
-0.3 -0.5 -0.3
-0.3 0.7 -0.1
-0.9 -0.9 0.3
0.0 0.8 0.2
0.8 0.4 0.0
-0.1 0.2 1.3
-0.3 0.2 -0.1
0.1 0.0 -2.0
0.0 0.1 0.0
0.3 -0.4 0.4
0.3 0.2 -0.1
0.3 -1.0 0.7
1.3 -1.7 -0.1
-0.9 0.0 1.6
0.5 0.6 1.9
-1.3 -1.1 -1.1
-0.2 2.1 -0.7
1.2 -0.7 0.7
0.9 -0.3 -0.9
-0.7 0.2 -0.3
0.4 -0.1 0.7
-0.4 0.1 0.4
0.0 0.6 -0.3
0.0 0.2 0.0
0.9 0.2 -0.5
-1.3 0.8 -1.3
-0.7 0.9 0.4
-0.1 -0.3 -0.1
-0.1 0.0 -0.6
-0.5 0.3 -0.1
0.4 0.5 -0.7
0.1 -1.1 -1.4
1.1 -0.2 -0.4
0.2 0.4 0.8
-0.1 -0.4 0.4
-0.2 -0.3 0.0
0.0 0.2 -0.2
-1.1 -0.3 0.9
-0.4 0.7 -0.1
0.1 1.0 0.1
0.6 -0.9 -1.2
-0.1 -1.2 0.3
1.0 2.0 -0.6
-1.0 -0.8 1.0
0.8 -0.5 0.2
0.0 0.4 -0.8
0.6 0.1 -0.1
0.3 -0.7 -0.8
0.5 0.8 0.0
-0.3 0.4 -0.2
0.3 -0.2 -0.2
0.2 -0.3 0.7
0.1 0.2 -0.1
-1.2 0.5 0.9
0.0 -0.2 -0.3
-0.4 -0.3 0.0
0.1 -1.0 0.5
0.7 1.1 -0.4
-0.5 0.1 -0.6
0.2 0.5 0.0
-0.1 0.0 0.0
-0.1 -0.1 -0.4
-1.0 -0.7 0.9
0.5 0.3 0.3
-1.0 0.1 0.3
0.6 -0.1 0.3
-0.6 -0.1 0.2
0.4 -0.2 -0.3
-0.2 -0.2 0.3
-0.5 1.4 -0.8
-0.4 -0.2 1.6
0.0 0.5 1.6
0.9 0.9 0.3
0.8 -3.5 -2.9
0.2 0.2 -0.7
-0.5 0.4 1.2
-1.4 -0.8 0.6
1.1 1.2 -0.2
0.4 1.1 0.3
0.6 -1.4 0.4
-0.9 -0.4 -0.1
0.1 0.0 -0.3
0.3 0.5 -0.4
0.6 0.2 -0.6
-1.0 0.0 -0.1
0.5 -1.0 -0.2
-0.5 -0.3 0.0
0.3 0.8 0.0
0.0 1.8 1.4
-0.4 -0.3 1.7
0.6 0.2 0.3
-0.4 0.1 -0.7
0.9 -0.1 0.1
-1.1 -0.2 -0.5
0.4 0.6 -0.5
0.0 -0.2 -0.5
-0.2 -0.6 0.3
-0.3 0.0 0.4
-0.1 -0.8 -1.5
0.2 -0.7 -0.4
-0.6 0.3 -1.5
-0.8 -0.7 -2.1
0.4 0.8 0.9
-0.1 -0.5 -1.5
0.3 -1.2 1.9
-0.2 -0.9 -2.3
0.5 0.6 0.6
-1.9 1.0 -0.3
-1.2 1.8 -0.9
0.1 1.2 0.4
-0.4 0.1 -0.2
0.0 0.6 -1.1
-0.7 0.6 -0.6
-0.8 0.0 0.2
1.0 0.2 0.2
0.5 -0.2 -1.6
0.0 -0.7 0.9
1.0 0.6 -0.3
-0.2 0.9 0.6
0.0 0.2 0.4
0.3 -0.1 0.0
0.1 -0.1 0.5
-0.5 -0.7 1.5
-0.6 -0.1 0.4
0.2 0.2 0.0
-0.3 1.3 -0.7
-0.6 -0.5 -0.1
0.4 -0.3 0.1
0.2 0.7 0.7
0.0 0.3 -0.1
0.1 -0.3 0.3
0.4 -0.6 -0.2
-0.3 -0.5 0.6
0.8 0.2 -0.6
1.1 -0.2 -0.1
0.5 -0.8 0.9
0.4 -0.4 -0.4
-0.1 -0.7 0.6
-0.7 -0.1 0.0
0.5 0.2 -0.1
-0.2 -0.1 0.5
-0.4 0.0 0.2
0.8 -0.6 0.8
1.0 0.0 -0.6
0.3 0.0 1.1
0.0 -0.8 0.8
-0.3 0.0 -1.0
0.0 0.3 0.2
0.4 0.1 -0.1
-0.3 -0.1 -0.2
0.4 0.2 0.9
-0.8 -0.9 1.1
0.1 0.9 0.6
0.2 -0.9 -0.9
1.9 -0.1 0.2
-1.0 -0.4 0.8
-0.1 -0.5 0.8
2.0 -0.1 1.2
-0.5 0.9 0.4
0.3 -0.7 -0.3
-1.5 -0.8 0.1
1.1 0.4 -2.4
-1.9 -0.2 1.1
0.9 1.2 -0.7
-0.6 1.8 -1.1
-3.1 1.0 -0.4
0.7 0.2 1.0
0.3 -1.2 -1.3
-1.1 -0.5 -2.1
0.1 -0.5 0.2
-0.1 -0.1 -0.1
0.0 0.0 -1.0
-0.4 -0.5 0.4
-0.6 0.4 0.3
0.3 1.0 -0.5
-0.2 0.0 0.5
-0.4 0.3 -0.1
-0.1 0.1 -0.8
-0.5 -0.7 -0.8
-0.3 0.3 -0.4
0.0 -0.5 -0.3
-0.5 0.0 0.1
0.0 0.7 0.1
0.9 0.2 -0.6
0.2 0.8 0.1
-0.6 -0.3 0.4
1.6 0.0 0.2
-0.5 0.0 -0.2
0.3 -0.7 0.9
0.1 0.2 0.0
0.4 -0.2 -0.1
0.0 0.0 -0.3
-0.1 -0.8 1.3
0.5 0.0 0.0
0.2 -0.8 1.0
-0.3 -1.1 -0.2
0.4 -0.7 0.3
1.0 -0.1 0.1
-0.4 0.7 -0.2
0.5 0.0 0.4
0.8 1.0 0.6
0.1 0.1 0.6
-0.1 0.5 0.0
0.2 -0.6 0.8
-0.2 0.3 0.8
-0.2 -0.5 -0.7
-0.2 -2.3 -1.5
0.4 1.7 1.3
1.7 -2.5 1.9
-1.9 0.6 -0.5
1.5 0.7 0.2
-1.7 1.4 0.6
1.8 0.3 -0.6
0.1 -0.5 0.0
0.8 1.1 0.5
-0.4 0.4 -0.6
-0.2 -0.5 -1.7
-0.2 2.0 -0.7
0.0 -0.9 1.3
1.8 -0.4 -0.5
0.6 -0.8 -0.4
0.3 1.3 1.9
0.2 0.9 0.3
0.5 -0.3 0.2
-0.3 -0.4 0.9
-0.2 1.1 -0.9
-0.4 -0.5 -0.2
-0.2 -0.5 0.1
0.3 0.3 0.0
-0.5 1.2 -1.7
-0.7 0.9 0.1
-0.5 -0.8 0.2
0.0 -0.1 -0.3
-0.1 0.1 -0.5
-0.4 0.0 0.3
-0.2 -0.1 0.3
0.0 -0.2 0.1
0.2 0.0 -0.5
0.0 -0.2 0.4
-0.4 -0.1 0.1
0.3 -0.9 -0.5
-0.5 -0.2 -0.8
0.9 0.4 0.9
-0.1 -0.1 0.5
-0.1 0.0 0.4
-0.4 0.1 0.5
-0.5 -0.8 0.5
0.4 -0.4 0.2
0.6 -0.6 0.4
0.3 -0.4 -0.6
0.3 0.3 0.4
-0.9 0.6 -0.7
0.0 0.1 0.1
-0.5 0.3 0.0
-0.5 -0.1 0.4
-0.3 -0.7 0.4
-0.8 0.2 -1.6
0.0 -0.2 -0.2
0.2 1.3 -1.3
0.3 -0.3 0.0
-0.5 -0.8 0.6
0.4 -0.9 0.9
-0.8 0.9 -0.5
0.3 -0.1 0.2
-0.3 1.1 0.2
0.2 -1.3 -0.1
2.0 -3.1 2.1
-1.3 1.2 -0.7
0.7 0.6 -1.7
-2.8 2.5 1.1
0.7 -0.3 0.4
0.5 0.1 -0.1
0.6 -1.1 -0.2
-1.1 0.0 1.2
1.4 1.2 -0.3
-0.3 -0.5 -0.3
-0.1 0.1 0.3
-0.7 0.0 0.1
0.6 -0.7 -1.1
0.5 0.1 -0.5
-1.0 -0.2 -0.1

Output
- Charge: +6
- Kohn-Sham gap: 0.2873 Ha